The following is a DFT calculation (ωB97M-V/def2-TZVPD) of a 12-piece molecular cluster, C48H88BO40 overall in a non-equilibrium geometry.

```
177
Properties=species:S:1:pos:R:3:forces:R:3
O -3.980760 -2.166017 -0.110406 -0.41 -0.16 0.15
C -2.874328 -1.726871 -0.029996 0.07 0.13 -0.13
O -2.244092 -1.352383 1.065622 -0.05 -0.31 0.20
B -0.871170 -0.953228 0.730467 -0.03 1.22 0.05
O -0.807347 -0.962448 -0.729267 -0.08 -0.46 -0.14
C -1.930026 -1.493763 -1.217602 0.59 0.02 0.11
O -2.145766 -1.768755 -2.356113 -0.17 0.07 -0.28
O 0.126988 -1.775189 1.422826 0.05 0.36 -0.11
C 0.828094 -1.006710 2.234390 0.18 0.18 0.67
O 1.718284 -1.341386 2.962652 0.17 -0.28 -0.07
C 0.305698 0.451384 2.152054 -0.62 -0.69 -0.84
O -0.609640 0.454394 1.203154 -0.07 -0.19 0.20
O 0.670785 1.380969 2.811643 -1.12 -0.11 -0.19
C -5.499448 0.197603 1.709979 0.24 -0.89 -0.87
C -5.987571 1.597359 1.500811 0.25 0.94 0.86
O -5.622475 2.353572 2.693127 -0.70 0.38 0.17
C -4.399063 2.883774 2.839880 0.18 -0.85 0.01
O -4.026193 3.423286 3.832464 -0.37 0.52 -0.02
O -3.637716 2.618839 1.773806 0.23 -0.07 -0.56
C -2.307536 3.158445 1.795538 -0.10 -0.22 -1.02
H -5.877510 -0.478279 0.936933 -0.20 0.04 0.11
H -5.822134 -0.165374 2.685064 -0.16 0.05 -0.01
H -4.419773 0.058781 1.654173 0.04 0.45 0.07
H -7.076818 1.631420 1.467503 -0.01 -0.03 0.24
H -5.646448 2.195873 0.657174 0.31 -0.66 -0.29
H -1.866452 2.880218 0.837912 -0.14 -0.06 0.00
H -1.697834 2.674604 2.553528 -0.15 0.48 0.37
H -2.385186 4.243550 1.790413 0.33 0.01 0.65
C 2.814707 -5.864037 4.254667 0.38 -0.83 -0.57
C 3.049525 -5.047982 2.979424 -0.04 -0.72 0.43
O 1.794624 -4.593099 2.508731 -0.80 0.81 -0.18
C 1.078307 -5.340636 1.675468 0.87 -0.64 0.32
O 1.426123 -6.412014 1.250677 -0.22 -0.40 -0.28
O -0.039598 -4.707234 1.418450 -0.55 1.06 0.24
C -1.132298 -5.336763 0.773182 0.28 -0.89 -0.14
H 2.113770 -5.363694 4.917487 0.26 0.11 0.21
H 3.750951 -6.172280 4.728119 0.07 0.71 0.27
H 2.414988 -6.854491 4.015050 -0.46 0.25 -0.30
H 3.542854 -5.648194 2.213567 0.05 0.10 0.02
H 3.608497 -4.134579 3.161674 0.06 -0.10 0.01
H -1.470054 -6.187003 1.369534 -0.12 0.12 0.07
H -0.850957 -5.740718 -0.200539 0.03 0.25 -0.08
H -1.910979 -4.584579 0.695600 0.02 -0.01 -0.04
C -5.213106 -1.466624 -4.679522 -0.81 0.23 -0.09
C -5.671213 -0.039291 -4.968924 2.18 -0.32 -0.49
O -6.862438 -0.056339 -5.733381 -1.14 0.50 0.77
C -6.869576 -0.138151 -7.056639 0.58 -0.22 0.34
O -5.924313 -0.280882 -7.781430 0.23 0.13 -0.20
O -8.143177 -0.068803 -7.418962 -0.63 0.36 0.19
C -8.511407 -0.062130 -8.788522 0.92 0.10 -0.42
H -6.075029 -2.019468 -4.300526 -0.01 0.05 0.12
H -4.446502 -1.527880 -3.909282 0.22 0.08 -0.22
H -4.936865 -1.980138 -5.598396 0.35 0.05 0.06
H -4.918648 0.532785 -5.523056 0.07 -0.33 -0.25
H -5.726413 0.533804 -4.043021 -1.16 -0.08 -0.04
H -7.648316 -0.021934 -9.458069 0.19 -0.40 0.30
H -9.024979 0.872259 -9.011491 -0.62 -0.31 0.27
H -9.062130 -0.986288 -8.941529 -0.35 0.30 -0.37
C 1.699232 0.444163 7.110069 0.64 0.17 -0.69
C 0.685368 0.224689 5.986144 0.25 -0.79 1.10
O -0.286532 1.260538 6.072994 -0.21 0.68 0.09
C -1.470396 1.157329 5.448886 0.50 -0.39 -0.20
O -2.294917 2.010732 5.443803 -0.27 0.31 0.24
O -1.569252 -0.019538 4.834908 0.62 -1.20 -0.22
C -2.714169 -0.281968 4.043536 -1.20 1.12 0.47
H 2.488917 1.091440 6.722557 -0.06 0.29 0.39
H 2.223865 -0.480185 7.358231 -0.24 -0.15 -0.03
H 1.279524 0.863153 8.021351 -0.19 0.02 -0.10
H 0.199095 -0.736068 6.160494 -0.03 0.02 -0.33
H 1.195033 0.228826 5.023830 -0.30 -0.05 -0.08
H -3.618853 -0.208914 4.656853 0.10 -0.13 0.12
H -2.665315 -1.276685 3.617663 0.43 0.12 -0.15
H -2.830972 0.530747 3.323893 0.16 -0.38 -0.40
C 1.502354 1.396726 -1.694286 -0.21 -0.02 -0.01
C 1.842406 2.848115 -1.381343 0.59 -1.27 0.96
O 1.348411 3.730287 -2.360934 0.15 0.61 -0.55
C 0.235247 4.415211 -2.131849 0.07 -0.13 -0.03
O -0.507343 4.299111 -1.199324 -0.18 -0.03 0.39
O 0.082095 5.266182 -3.145353 0.13 0.06 -0.62
C -1.038148 6.131832 -3.069488 -0.73 0.05 0.80
H 1.997269 0.960658 -2.562722 0.30 0.29 0.03
H 0.437107 1.266161 -1.883031 -0.06 0.13 0.30
H 1.761877 0.798161 -0.819604 0.00 -0.10 -0.05
H 2.925441 2.985978 -1.326268 -0.03 0.07 -0.42
H 1.518046 3.072753 -0.361984 -0.55 0.33 -0.30
H -1.932371 5.607260 -2.727901 0.10 -0.21 -0.12
H -1.245389 6.562545 -4.042855 0.40 -0.04 -0.10
H -0.856021 6.896304 -2.312444 0.10 0.18 -0.20
C 0.546901 8.321743 5.842358 -1.14 0.34 0.53
C -0.570483 8.107493 4.829887 1.23 0.33 -0.96
O -1.569699 7.208667 5.252926 -0.96 0.61 0.35
C -1.439601 5.879914 5.199424 0.67 -0.22 -0.42
O -2.294796 5.110482 5.466767 -0.81 -0.15 0.51
O -0.220769 5.554816 4.788671 1.38 0.73 -0.84
C 0.132310 4.191785 4.679171 -0.59 -1.30 0.64
H 0.010929 8.495291 6.781613 0.28 -0.14 0.21
H 1.034298 9.274097 5.634333 0.39 -0.23 -0.19
H 1.227084 7.486235 5.973826 0.08 0.05 -0.22
H -0.173509 7.843545 3.844934 0.02 -0.45 0.14
H -1.032446 9.075667 4.633113 -0.51 -0.14 0.40
H 0.201729 3.787944 5.691963 0.10 -0.16 -0.16
H 1.069979 4.034552 4.151719 0.11 0.70 0.04
H -0.620119 3.600991 4.155416 -0.16 0.29 0.10
C 8.666392 -1.417758 -1.113266 0.51 -0.27 -0.51
C 8.160861 -2.440445 -0.128385 -0.59 -0.28 -0.36
O 7.652913 -1.756443 1.016540 0.43 0.61 -0.17
C 6.490098 -2.104571 1.527495 -0.44 -0.36 0.81
O 5.792734 -3.017974 1.186953 -0.24 -0.43 -0.42
O 6.240201 -1.307892 2.559793 0.63 0.13 0.27
C 5.080509 -1.568145 3.340395 -1.16 0.44 -0.26
H 9.339658 -0.702177 -0.643416 0.07 -0.03 -0.08
H 7.891771 -0.879809 -1.659690 -0.32 0.03 0.48
H 9.183287 -1.962568 -1.909568 0.32 0.08 0.16
H 8.907619 -3.145142 0.240159 0.29 0.24 -0.15
H 7.396220 -3.046056 -0.619974 -0.22 0.08 0.34
H 5.172640 -0.968009 4.241084 0.14 -0.06 0.00
H 4.862668 -2.607273 3.579903 0.70 -0.12 -0.10
H 4.204690 -1.224337 2.784489 0.02 0.01 0.06
C -6.978930 -4.405342 -2.142753 -0.07 -0.13 -0.29
C -5.452232 -4.234817 -2.165659 -2.02 -0.08 1.07
O -4.953697 -4.154445 -3.472980 0.56 0.26 -0.60
C -4.910010 -5.227120 -4.257011 -0.31 0.20 0.70
O -5.021604 -6.368506 -3.899307 0.00 -0.27 -0.22
O -4.751890 -4.777737 -5.495951 0.28 0.39 -0.85
C -4.725181 -5.748265 -6.540480 -0.50 -0.70 0.38
H -7.307671 -4.353002 -1.103374 -0.02 -0.08 -0.01
H -7.317257 -5.349121 -2.574369 0.13 -0.08 0.09
H -7.490712 -3.607452 -2.685179 0.16 0.10 -0.01
H -5.054708 -5.036212 -1.541314 0.62 0.07 -0.37
H -5.313111 -3.264732 -1.696662 0.83 -0.11 -0.14
H -3.832740 -6.365234 -6.463943 0.00 -0.06 -0.01
H -4.781413 -5.284391 -7.520441 0.21 0.55 0.26
H -5.619367 -6.364963 -6.439971 0.16 -0.26 -0.01
C 8.716455 2.481702 2.454883 -0.82 0.31 0.05
C 7.734319 2.293196 3.597025 0.94 -0.06 0.82
O 6.405909 2.421737 3.137704 0.31 0.15 -0.92
C 5.426818 1.942255 3.879874 -0.72 -0.13 0.25
O 5.528096 1.401525 4.951527 0.31 -0.18 0.20
O 4.293393 2.181189 3.242069 0.00 -0.07 -0.65
C 3.105281 1.548278 3.753209 0.63 0.94 0.83
H 8.688108 1.636666 1.768939 0.09 0.01 -0.01
H 9.712766 2.620680 2.869377 0.07 -0.09 -0.09
H 8.414520 3.386870 1.924411 0.26 -0.03 -0.17
H 7.898658 3.067620 4.353672 0.02 -0.06 0.01
H 7.914750 1.330405 4.080165 -0.36 -0.02 -0.01
H 2.250407 2.007232 3.268396 0.91 -0.09 0.05
H 3.074011 1.786654 4.817401 -0.20 -0.27 0.06
H 3.137575 0.473727 3.600924 -0.07 0.07 -0.08
C 2.994180 -3.343320 -0.278288 -1.51 0.78 1.08
C 1.718995 -2.845870 -0.996936 2.27 0.16 0.28
O 1.724018 -3.323653 -2.343556 -0.60 -0.20 -0.50
C 2.463103 -2.671481 -3.235053 -0.12 -0.44 1.00
O 3.055927 -1.644154 -3.050185 0.13 0.45 -0.21
O 2.475892 -3.416379 -4.333886 -0.08 -0.24 -0.37
C 3.156983 -2.911891 -5.464679 0.10 0.01 -0.74
H 3.948598 -2.908284 -0.557321 -0.06 -0.37 -0.72
H 2.931815 -4.425876 -0.184447 0.60 -0.07 -0.22
H 2.853787 -2.935053 0.731147 0.09 -0.28 0.17
H 1.742325 -1.757374 -0.987519 -0.45 -0.02 -0.10
H 0.867072 -3.255086 -0.469962 -0.28 0.08 -0.39
H 3.934817 -2.193297 -5.215807 -0.11 0.01 0.18
H 2.441328 -2.470901 -6.161764 -0.02 0.22 0.18
H 3.593962 -3.760487 -5.990602 0.07 -0.07 0.22
O 0.160982 3.625199 -6.932439 -0.05 -0.19 0.19
C 0.957677 3.039611 -6.231586 0.02 1.32 -0.77
O 0.718389 1.882514 -5.652141 0.59 -0.59 0.77
C -0.620801 1.371431 -5.575413 -0.33 0.57 -0.04
C -0.713071 0.426905 -4.390991 0.08 -0.26 -0.85
C 2.345084 3.592186 -5.930984 -0.56 -0.78 0.01
H -0.866316 0.873348 -6.514352 0.13 -0.02 0.00
H -1.290912 2.228153 -5.481570 -0.05 -0.06 -0.05
H 0.277735 0.006992 -4.218487 -0.07 -0.12 0.17
H -1.370056 -0.379602 -4.715499 -0.09 -0.13 0.50
H -1.087183 0.879902 -3.477517 0.01 0.05 -0.04
H 2.494188 3.515419 -4.854986 0.20 0.16 -0.02
H 2.417263 4.610564 -6.295181 -0.06 0.02 0.07
H 3.077090 2.964633 -6.440702 0.10 0.02 0.09
```
Forces are in eV/Å.

Calculated values
charge: -1
orbital gap: 0.3702 Eh
calculated total energy: -4916.6475 a.u.
HOMO energy: -0.2964 Ha
LUMO energy: 2.0 eV